{"formula": "C57H39Br4CdCl2INO5P2", "method": "ωB97M-V/def2-TZVPD", "symbols": ["Cd", "C", "C", "C", "C", "C", "C", "C", "C", "P", "C", "C", "C", "C", "C", "C", "C", "C", "C", "C", "C", "C", "C", "O", "C", "C", "C", "C", "C", "C", "P", "C", "C", "C", "C", "C", "C", "C", "C", "C", "C", "C", "C", "H", "H", "H", "H", "H", "H", "H", "H", "H", "H", "H", "H", "H", "H", "H", "H", "H", "H", "H", "H", "H", "H", "H", "H", "H", "H", "H", "H", "H", "H", "H", "H", "Cl", "C", "C", "C", "Cl", "C", "O", "C", "C", "O", "C", "H", "H", "H", "Br", "C", "C", "Br", "C", "Br", "C", "O", "C", "O", "C", "Br", "I", "C", "C", "C", "C", "C", "N", "H", "H", "H", "H"], "coordinates": [[1.557, 0.885, 0.535], [-4.640, -1.921, -3.593], [-4.574, -2.347, -2.115], [-5.795, -3.205, -1.754], [-4.533, -1.083, -1.276], [-5.665, -0.364, -0.914], [-5.567, 0.803, -0.177], [-4.338, 1.258, 0.264], [-3.186, 0.567, -0.083], [-1.482, 1.021, 0.452], [-1.847, 1.442, 2.186], [-2.807, 0.763, 2.934], [-2.906, 0.989, 4.297], [-2.047, 1.870, 4.929], [-1.071, 2.527, 4.196], [-0.975, 2.311, 2.834], [-1.550, 2.610, -0.460], [-1.174, 2.515, -1.799], [-1.311, 3.605, -2.638], [-1.808, 4.801, -2.142], [-2.172, 4.901, -0.811], [-2.051, 3.809, 0.036], [-3.302, -0.549, -0.904], [-2.120, -1.096, -1.297], [-2.120, -2.431, -1.572], [-0.874, -3.037, -1.436], [-0.797, -4.411, -1.630], [-1.930, -5.124, -1.983], [-3.149, -4.490, -2.136], [-3.279, -3.119, -1.917], [0.519, -1.913, -0.980], [1.402, -3.204, -0.025], [0.787, -3.572, 1.167], [1.363, -4.511, 2.003], [2.578, -5.081, 1.661], [3.199, -4.711, 0.480], [2.619, -3.780, -0.365], [1.422, -1.912, -2.581], [2.285, -0.842, -2.810], [3.043, -0.778, -3.965], [2.940, -1.781, -4.915], [2.048, -2.822, -4.719], [1.284, -2.887, -3.565], [-5.555, -1.337, -3.786], [-4.637, -2.798, -4.252], [-3.772, -1.291, -3.839], [-6.730, -2.651, -1.909], [-5.745, -3.513, -0.696], [-5.842, -4.106, -2.388], [-6.654, -0.705, -1.221], [-6.467, 1.364, 0.064], [-4.271, 2.149, 0.892], [-3.456, 0.027, 2.455], [-3.660, 0.453, 4.878], [-2.122, 2.017, 6.009], [-0.369, 3.193, 4.693], [-0.217, 2.814, 2.239], [-0.769, 1.573, -2.165], [-1.009, 3.527, -3.681], [-1.916, 5.664, -2.799], [-2.578, 5.836, -0.422], [-2.337, 3.898, 1.084], [0.154, -4.916, -1.490], [-1.857, -6.197, -2.150], [-4.011, -5.084, -2.429], [-0.162, -3.097, 1.438], [0.861, -4.797, 2.929], [3.038, -5.816, 2.317], [4.156, -5.161, 0.219], [3.122, -3.495, -1.291], [2.358, -0.048, -2.069], [3.717, 0.063, -4.125], [3.550, -1.741, -5.818], [1.937, -3.597, -5.474], [0.578, -3.708, -3.434], [4.015, -3.798, 5.614], [3.138, -2.787, 4.526], [1.840, -2.397, 4.872], [1.129, -1.617, 4.002], [-0.480, -1.150, 4.382], [1.640, -1.171, 2.735], [0.903, -0.448, 1.994], [2.968, -1.615, 2.421], [3.580, -1.329, 1.164], [3.037, -0.852, 0.162], [3.693, -2.396, 3.334], [1.401, -2.715, 5.819], [4.642, -1.622, 1.098], [4.697, -2.729, 3.080], [7.427, 4.061, -1.297], [5.637, 3.455, -1.238], [4.790, 3.654, -2.317], [5.402, 4.548, -3.873], [3.486, 3.179, -2.246], [2.277, 3.430, -3.681], [2.986, 2.495, -1.142], [1.763, 2.044, -1.135], [3.864, 2.290, -0.011], [3.443, 1.664, 1.032], [5.169, 2.784, -0.115], [6.308, 2.505, 1.370], [2.651, 2.552, 3.872], [1.861, 4.082, 2.663], [1.548, 5.319, 3.217], [0.936, 6.249, 2.394], [0.684, 5.921, 1.068], [1.075, 4.675, 0.613], [1.638, 3.772, 1.407], [1.769, 5.523, 4.260], [0.668, 7.230, 2.785], [0.169, 6.611, 0.401], [0.937, 4.358, -0.421]], "spin_multiplicity": 1, "total_energy_ev": -407931.2673, "relative_energy_kj_mol": 0.0, "total_charge": -1, "homo_ha": -0.155, "e_lumo_ev": 2.09}